Computed, not measured: a gas-phase ion, C5H8IN2O (charge +1) at a distorted geometry, with ωB97M-V with the def2-TZVPD basis set.

```
17
Properties=species:S:1:pos:R:3:forces:R:3:nbo_charge:R:1
C 0.80977 0.34891 -0.95874 1.05 -0.09 0.65 0.520
C -0.52785 -0.27653 0.92609 -1.11 -1.31 -0.53 0.515
C -0.49680 -1.37673 -1.03619 1.14 -2.69 -4.48 0.276
C -0.85018 -0.31039 2.37152 -1.97 2.66 0.02 -0.699
C 1.65588 1.38069 -1.63609 -3.69 -3.79 -2.48 -0.647
N 0.22834 0.64146 0.23371 -1.19 -0.57 1.33 -0.548
N -1.08675 -1.25685 0.13219 0.51 1.57 2.66 -0.633
O 0.86532 -1.03627 -1.08735 -1.89 1.72 -1.19 -0.476
I -1.66001 -1.50051 -2.77479 0.72 0.13 0.59 0.265
H -1.92886 -0.57846 2.62908 0.99 0.73 -1.01 0.272
H -0.64709 0.73393 2.68986 -0.26 -0.71 0.56 0.247
H -0.38308 -0.99324 3.02596 1.59 -0.85 0.16 0.283
H 1.43929 1.30690 -2.72427 0.06 0.58 0.61 0.262
H 2.58928 1.06390 -1.51888 4.42 -0.77 0.53 0.247
H 1.43261 2.25764 -1.20115 -0.44 3.37 1.09 0.224
H 0.23645 1.61487 0.50286 0.12 -0.01 0.66 0.445
H -1.67633 -2.01933 0.42621 -0.05 0.03 0.84 0.447
```
Positions in Å, forces in eV/Å.

Computed properties:
Energy relative to the best compared isomer or geometry (same formula, charge and spin), kcal per mole: 15.2
Energy, hartree: -677.360786
<S²>: 2.020
LUMO level (alpha / beta), eV: -4.03 / -5.54
Charge: +1
Multiplicity: 3
HOMO-LUMO gap (alpha / beta), eV: 6.67 / 8.12

---

Computed, not measured: 2 unconnected molecules or ions with the total composition C5H8IN3S at a distorted geometry, with ωB97M-V with the def2-TZVPD basis set.

```
18
Properties=species:S:1:pos:R:3:forces:R:3:nbo_charge:R:1
C -1.18442 -1.30037 -1.50200 -3.17 0.93 1.82 -0.156
C -2.97190 -0.04132 -0.56871 2.02 -1.54 -1.21 -0.159
C 0.69797 1.55311 -0.04791 0.80 0.05 0.54 -0.656
C 2.32850 -0.24236 0.93548 2.64 2.48 0.27 -0.725
C 0.98355 0.36878 0.83991 -3.45 -1.66 0.70 0.287
N -1.32944 -0.13477 -1.99022 2.22 0.40 -1.60 -0.255
N -2.27450 0.57604 -1.47399 -2.36 2.01 0.81 -0.256
N -0.12682 -0.07923 1.37507 2.06 -0.64 -0.27 -0.514
S -2.40815 -1.64290 -0.31370 0.32 -0.08 -0.21 0.394
I 0.11056 -2.01232 2.30554 -0.17 0.90 -0.04 0.139
H -0.40053 -1.83811 -1.81460 2.45 -2.59 -0.78 0.214
H 1.49220 2.22365 0.22788 0.33 0.93 -0.27 0.215
H -3.77652 0.37763 -0.08606 -1.62 0.82 1.06 0.221
H 0.84491 1.26357 -1.09786 -0.28 0.12 0.26 0.250
H 2.47643 -1.28173 0.76515 -0.52 -0.83 -1.12 0.261
H 2.77146 -0.25221 1.96731 -0.79 0.70 -0.45 0.260
H 3.04033 0.43171 0.32292 -0.88 -1.45 0.76 0.226
H -0.27360 2.03083 0.15578 0.40 -0.53 -0.26 0.253
```
Positions in Å, forces in eV/Å.

Computed properties:
Energy relative to the best compared isomer or geometry (same formula, charge and spin), kcal per mole: 1.9
Energy, hartree: -1055.381414
SMILES: CC(C)=NI.c1nncs1
LUMO level, eV: -0.08
Charge: 0
HOMO-LUMO gap, eV: 9.18

---

Computed, not measured: a molecular structure, C5H8IN5O at a distorted geometry, with ωB97M-V with the def2-TZVPD basis set.

```
20
Properties=species:S:1:pos:R:3:forces:R:3:nbo_charge:R:1
C -0.89650 -0.81756 0.62086 0.48 -2.75 1.50 0.219
C 1.51747 -1.11568 0.12950 0.75 0.22 1.15 0.351
C 1.00579 0.99102 -0.64410 3.13 1.96 0.65 -0.256
C -0.30712 1.04559 -0.73585 -1.69 -2.25 2.35 0.103
C 1.79731 0.32725 0.44764 0.51 -1.34 -3.16 -0.347
N -3.33052 1.54454 -0.08035 -1.80 0.84 -0.24 -0.194
N -1.19522 0.31240 0.03592 -1.28 2.27 -1.30 -0.564
N 0.26002 -1.49375 0.48561 1.61 -1.54 -0.71 -0.484
N -4.34586 1.96943 0.12639 0.15 0.56 0.00 0.581
N 2.47029 -1.93696 -0.35884 0.78 -1.57 -0.75 -0.756
O -5.33661 2.50849 0.32765 -0.34 -0.17 0.05 -0.142
I 3.94208 0.94152 0.39463 -0.92 -0.18 -0.10 0.708
H -1.54232 -1.48914 1.22397 -0.48 1.38 -0.69 0.245
H 1.63054 1.51750 -1.34505 -0.29 0.33 -0.41 0.253
H -0.81520 1.63003 -1.40479 -0.77 1.59 -1.88 0.237
H 1.68227 0.51695 1.46736 -0.96 0.66 1.75 0.281
H -2.38326 0.75310 -0.07691 2.96 -1.38 0.61 0.439
H 0.11121 -2.51047 0.53524 0.26 0.27 0.34 0.438
H 3.50560 -1.80111 -0.51258 -1.94 0.59 0.65 0.457
H 2.23003 -2.89316 -0.63630 -0.15 0.51 0.20 0.433
```
Positions in Å, forces in eV/Å.

Computed properties:
Energy, hartree: -841.145077
<S²>: 2.019
LUMO level (alpha / beta), eV: -8.15 / -12.42
Charge: +2
Multiplicity: 3
HOMO-LUMO gap (alpha / beta), eV: 5.17 / 4.10

---

What is the energy in the first record? -677.360786 hartree